# 1
Molecular formula: C5H10N2O3P
Method: DFT, wB97M-V/def2-TZVPD

```
! wB97M-V def2-TZVPD RIJCOSX def2/J DEFGRID3
* xyz 1 1
H 2.2461 -0.9676 1.4458
P 0.0163 1.0309 -2.1898
H 1.2371 -0.5884 2.7640
H -0.3578 -2.3760 1.9472
C 1.4696 -0.4439 1.7816
N -1.7860 1.2966 0.9011
O -0.3807 -0.4650 -1.4753
H -2.2362 1.7986 -2.0012
O 1.0133 0.9583 -0.7753
H 1.6603 0.6377 1.7161
C -1.5679 1.7029 -0.1401
C 0.6374 -0.3447 -0.5528
O 0.5617 1.1665 -3.5191
N 0.1724 -0.6887 0.8123
H 1.4481 -1.0535 -0.8339
H -0.5613 -0.0507 1.3404
H 0.3637 -2.7294 0.3824
H -1.2361 -2.0295 0.5741
H -1.1521 3.1299 -1.6140
C -1.3066 2.0902 -1.4872
C -0.2412 -2.0740 0.9238
*
```

Summary:
E, eV: -23751.663
Energy above the lowest of the compared OMol25 structures with the same formula, charge and spin, kcal per mole: 0.00
HOMO level, eV: -16.03
LUMO level, eV: -3.0958
Strongest force on any atom, eV/A: 5.74

# 2
Molecular formula: C5H10N2O3S
Method: DFT, wB97M-V/def2-TZVPD

```
! wB97M-V def2-TZVPD RIJCOSX def2/J DEFGRID3
* xyz 0 1
H -1.2758 2.1635 -0.3562
H -0.7222 -0.3039 -1.7774
H 0.5417 -2.0742 -1.1799
O 3.7653 1.8476 0.6975
N 2.3430 -0.1237 0.4742
H -0.1447 0.8088 1.0098
H 1.1654 1.4589 -0.7209
H -2.5631 0.9925 -0.6240
C 1.8116 -1.3310 -0.0228
H -0.9608 -1.5228 1.3777
C -0.1813 0.0301 -0.8870
H -2.3485 1.7112 0.9688
O 0.6170 1.0965 -1.4559
H -1.9684 -1.7494 0.0232
C -0.9242 0.3436 0.4109
C -1.6598 -0.9751 0.8727
S 3.7095 0.5260 0.1231
N 0.7191 -1.1801 -0.7818
C -1.9222 1.4587 0.0203
O 2.4333 -2.3472 0.2375
H -2.4349 -0.8301 1.5902
*
```

Summary:
E, eV: -25303.181
Energy above the lowest of the compared OMol25 structures with the same formula, charge and spin, kcal per mole: 74.68
HOMO level, eV: -10.18
LUMO level, eV: -1.2473
Strongest force on any atom, eV/A: 4.11

# 3
Molecular formula: C5H10N2O3S2
Method: DFT, wB97M-V/def2-TZVPD

```
! wB97M-V def2-TZVPD RIJCOSX def2/J DEFGRID3
* xyz 0 1
O -1.3369 -0.1373 2.2936
H -1.3569 1.2378 -2.5415
O 1.0620 -0.2615 2.2715
C -0.4734 -2.9623 1.4461
C -0.4444 -1.7577 0.4211
N 1.2107 -0.3182 -1.2817
C -1.7139 -1.3980 -0.1714
O -0.2354 0.8929 0.4880
H -0.5710 -3.8813 0.9595
S 0.6351 0.9455 -0.9250
S -0.1507 -0.3234 1.5246
H 2.6833 2.3284 -0.8370
H -0.7792 2.6243 -1.5927
H -1.2432 -2.6111 2.1773
C -0.5148 1.8259 -2.1584
N -2.6861 -1.2206 -0.6757
H 0.2258 -1.6237 -0.4217
H 1.2646 3.1370 -0.5620
H 0.4890 -3.0183 1.9713
C 1.7666 2.2107 -0.2673
H 1.9602 2.1272 0.7145
H 0.2089 2.1839 -2.8332
*
```

Summary:
E, eV: -36134.573
Energy above the lowest of the compared OMol25 structures with the same formula, charge and spin, kcal per mole: 136.89
HOMO level, eV: -9.55
LUMO level, eV: 0.2014
Structure (SMILES): C[C@@H](C#N)S(=O)(=O)OS(C)(C)#N
Strongest force on any atom, eV/A: 5.49

# 4
Molecular formula: C5H10N2O4
Method: DFT, wB97M-V/def2-TZVPD

```
! wB97M-V def2-TZVPD RIJCOSX def2/J DEFGRID3
* xyz 0 1
O -1.1770 -0.8355 1.5963
C 1.4565 0.7491 -1.4613
O 1.4338 1.9566 -0.8329
H -0.0464 -2.5295 0.4854
H -2.8215 0.1057 0.7361
H 0.9653 -1.7093 -2.0944
H -2.8182 1.0693 2.0133
O 0.4633 -2.7349 -0.3236
C -0.5109 0.0751 1.0693
N 0.8678 0.0167 0.7580
N -2.6838 1.1011 1.0166
O 1.6641 0.6344 -2.6249
H -1.1338 1.5300 -0.4422
H 2.4238 -0.7624 -0.3669
H -0.8712 2.2346 1.1058
C 0.4803 -1.5395 -1.0938
C 1.3651 -0.4404 -0.5385
H 1.4970 1.5797 0.0584
H 1.2649 -0.6012 1.5046
C -1.2533 1.3267 0.6929
H -0.5659 -1.2265 -1.2582
*
```

Summary:
E, eV: -16516.702
Energy above the lowest of the compared OMol25 structures with the same formula, charge and spin, kcal per mole: 32.57
HOMO level, eV: -9.96
LUMO level, eV: 0.1725
Structure (SMILES): NCC(=O)N[C@@H](CO)C(=O)O
Strongest force on any atom, eV/A: 3.47

# 5
Molecular formula: C5H10N2OS
Method: DFT, wB97M-V/def2-TZVPD

```
! wB97M-V def2-TZVPD RIJCOSX def2/J DEFGRID3
* xyz 0 1
H -0.0828 0.9999 2.1943
C 1.2042 3.2381 0.3086
H 0.2336 0.7799 -1.4591
C 0.2709 2.4552 0.9212
C 0.5113 0.1767 -0.6230
H 0.3741 -2.3708 0.2260
C -0.7760 -2.4880 -1.7284
S -0.9547 -0.4445 0.1037
C -0.6140 -2.2222 -0.2332
H 1.4448 0.2940 -0.2366
H -0.7099 -3.5410 -2.0679
H -1.8328 -2.0750 -2.1565
H -0.7562 2.3485 0.5228
H 1.3956 1.9202 2.5045
O -1.0181 -0.1936 1.5587
H -1.2316 -2.8154 0.4722
H -0.0153 -1.7698 -2.2763
N 0.4560 1.9249 2.1496
N 2.1010 3.7829 -0.1806
*
```

Summary:
E, eV: -21205.254
Energy above the lowest of the compared OMol25 structures with the same formula, charge and spin, kcal per mole: 82.17
HOMO level (alpha / beta), eV: -7.42 / -8.97
LUMO level (alpha / beta), eV: -1.2407 / -0.1985
Strongest force on any atom, eV/A: 3.21

# 6
Molecular formula: C5H10N2S
Method: DFT, wB97M-V/def2-TZVPD

```
! wB97M-V def2-TZVPD RIJCOSX def2/J DEFGRID3
* xyz 0 1
C -1.5192 -0.0478 -0.9189
C 0.3913 1.1894 0.8827
H 1.2743 0.4038 -1.6611
H 1.1052 1.9524 1.2617
H -2.1282 -0.4383 -1.7836
C 1.9437 0.1113 -0.7946
N -0.2846 1.7993 -0.2758
C -1.4726 -0.8855 0.3645
H 0.2848 2.4236 -0.8158
C 1.1538 -0.0293 0.5275
H 2.7254 0.9216 -0.7636
H -2.1711 -1.7196 0.2082
H -1.7409 -0.3168 1.3284
S 0.1899 -1.5968 0.6293
H 2.4192 -0.8328 -1.0596
H 1.9166 -0.1964 1.2646
H -0.3252 1.0052 1.7261
N -1.0555 1.1033 -1.1730
*
```

Summary:
E, eV: -19160.967
Energy above the lowest of the compared OMol25 structures with the same formula, charge and spin, kcal per mole: 44.71
HOMO level, eV: -8.45
LUMO level, eV: 0.7775
Structure (SMILES): C[C@H]1CNN=CCS1
Strongest force on any atom, eV/A: 1.99

# 7
Molecular formula: C5H10N2S
Method: DFT, wB97M-V/def2-TZVPD

```
! wB97M-V def2-TZVPD RIJCOSX def2/J DEFGRID3
* xyz 0 1
H -1.3695 -1.5630 -0.0389
H -0.8477 1.9984 0.4891
H 3.0219 0.0222 0.0591
N 0.4769 -0.8111 1.0457
H -2.4476 1.1631 -1.0331
N 1.5529 -1.4619 0.4347
C -2.3816 0.5369 -0.0051
H 2.2582 -1.9866 1.0204
C 0.0986 0.1277 0.3086
S -2.6716 -1.3323 -0.2604
H 2.6363 -1.0095 -1.4210
C -1.0407 0.9706 0.7884
H 0.6493 0.0872 -1.7187
H 1.2737 1.4811 -0.9730
C 0.9734 0.5033 -0.8102
H -1.0628 0.7972 1.9237
C 2.2107 -0.4450 -0.4521
H -3.3301 0.9217 0.6429
*
```

Summary:
E, eV: -19160.151
Energy above the lowest of the compared OMol25 structures with the same formula, charge and spin, kcal per mole: 63.53
HOMO level, eV: -8.52
LUMO level, eV: 0.9080
Structure (SMILES): SCCC1=NNCC1
Strongest force on any atom, eV/A: 4.28

# 8
Molecular formula: C5H10N2S
Method: DFT, wB97M-V/def2-TZVPD

```
! wB97M-V def2-TZVPD RIJCOSX def2/J DEFGRID3
* xyz 0 1
H 1.3424 -2.1074 0.6254
N -0.4719 2.2241 -0.4378
H 1.8737 -0.1944 1.9080
H -0.3857 -0.4390 1.6324
H -0.6286 -2.2920 -1.7219
C 0.1390 0.1759 0.8258
C -0.4987 1.4799 0.6372
H -1.0632 -2.4764 0.0261
S -1.1244 3.7762 -0.3295
C 1.4496 -1.1707 0.0414
H 2.3204 -1.2700 -0.5926
H -1.1009 1.7872 1.4919
H 0.1806 0.0653 -1.2180
H -2.0489 -1.4665 -1.0076
N 1.5475 0.0451 0.9471
H -0.6671 4.2839 -1.4949
C -0.9687 -1.7367 -0.8437
C 0.1051 -0.6845 -0.4894
*
```

Summary:
E, eV: -19160.064
Energy above the lowest of the compared OMol25 structures with the same formula, charge and spin, kcal per mole: 65.53
HOMO level, eV: -8.76
LUMO level, eV: 0.8094
Strongest force on any atom, eV/A: 3.75

# 9
Molecular formula: C5H10N2S
Method: DFT, wB97M-V/def2-TZVPD

```
! wB97M-V def2-TZVPD RIJCOSX def2/J DEFGRID3
* xyz 0 1
C -1.7048 -1.1072 0.0393
H 1.4119 -1.0307 2.7412
C 0.6984 0.8066 -1.2977
N -1.8355 -1.1128 1.2332
C -0.5293 1.7056 -1.1140
C 0.9414 -0.2079 0.9382
H 1.0626 -2.1457 1.5399
H 1.5891 1.4173 -1.1172
H -0.4075 2.6259 -1.6780
S -2.0808 -1.3227 -1.4633
H -0.6691 1.9563 -0.0657
H 1.0032 0.7853 1.3622
H -1.4292 1.2140 -1.4678
C 0.7217 -0.3765 -0.3657
H 0.7215 -1.3673 -0.7926
H 0.7365 0.4595 -2.3307
N 0.8866 -1.2144 1.8992
H -1.1167 -1.0853 1.9394
*
```

Summary:
E, eV: -19161.424
Energy above the lowest of the compared OMol25 structures with the same formula, charge and spin, kcal per mole: 34.16
HOMO level, eV: -8.35
LUMO level, eV: 0.8055
Structure (SMILES): CC/C=C/N.N=C=S
Strongest force on any atom, eV/A: 2.07

# 10
Molecular formula: C5H10N2S
Method: DFT, wB97M-V/def2-TZVPD

```
! wB97M-V def2-TZVPD RIJCOSX def2/J DEFGRID3
* xyz 0 1
H 0.0573 0.2643 -2.4142
H 0.3124 -1.3903 -2.1751
H 1.8515 0.9380 -0.9712
C -0.5940 0.5400 0.3479
H 2.4526 -0.5295 -1.9267
H 1.8980 -2.0013 -0.0940
N -0.7468 -1.8760 0.0882
H -2.0096 1.6534 -0.0246
H -1.5160 -2.2267 -0.8755
C 0.0255 -0.7260 -0.2949
C 0.3861 -0.4677 -1.7577
S -0.2325 1.4827 1.6789
N -1.6788 0.8664 -0.3770
H 1.8468 -0.7559 1.0608
H -1.8049 0.7599 -1.4336
C 1.4037 -0.9851 0.1271
H 0.0436 -2.7729 0.2750
C 1.7067 -0.1270 -1.1328
*
```

Summary:
E, eV: -19158.539
Energy above the lowest of the compared OMol25 structures with the same formula, charge and spin, kcal per mole: 100.69
HOMO level, eV: -8.36
LUMO level, eV: 0.4989
Strongest force on any atom, eV/A: 6.03

# 11
Molecular formula: C5H10N2S
Method: DFT, wB97M-V/def2-TZVPD

```
! wB97M-V def2-TZVPD RIJCOSX def2/J DEFGRID3
* xyz 0 1
H -2.3417 -1.8079 0.9337
N 1.9761 -1.0891 -0.9116
C 1.4455 -0.4718 0.3495
C -2.0938 -0.8045 0.7512
C -0.9160 -0.6432 -0.1542
H -0.4552 1.7443 -1.3965
C 0.1284 1.6752 0.4885
S -2.4052 0.1023 -0.8901
H 2.0508 -0.3690 -1.6549
H -0.8612 2.0968 0.7099
H 0.9390 2.0570 1.0881
H 2.2315 0.1699 0.7515
N 0.5243 1.4966 -0.9099
H -2.3907 -0.0687 1.5870
H 1.2430 -1.1245 1.1574
H 1.3132 -1.6703 -1.3295
H -0.6057 -1.5662 -0.6037
C 0.2178 0.2732 0.0335
*
```

Summary:
E, eV: -19160.022
Energy above the lowest of the compared OMol25 structures with the same formula, charge and spin, kcal per mole: 66.50
HOMO level, eV: -9.16
LUMO level, eV: 0.6877
Structure (SMILES): NC[C@@]1([C@H]2CS2)CN1
Strongest force on any atom, eV/A: 3.75

# 12
Molecular formula: C5H10N2S
Method: DFT, wB97M-V/def2-TZVPD

```
! wB97M-V def2-TZVPD RIJCOSX def2/J DEFGRID3
* xyz 0 1
H 0.4555 1.2413 -2.8232
N -1.9103 0.5359 2.4352
C 1.4153 -0.1430 -1.4263
H 1.6432 -0.7041 -2.3259
N -2.0438 0.7053 1.0735
C 0.9146 -1.1121 -0.3366
C 0.4048 0.9716 -1.7648
H 1.7488 -1.6291 0.1072
H -0.1463 -1.1690 1.5653
H 0.7796 0.3071 1.2804
H 2.3735 0.3207 -1.1163
H -1.4447 -0.3325 2.7278
H -2.8007 0.6197 2.8669
H 0.2568 -1.8660 -0.7817
C 0.1377 -0.4244 0.7844
C -1.1127 0.2742 0.3238
H 0.6529 1.8750 -1.1652
S -1.3239 0.5295 -1.4244
*
```

Summary:
E, eV: -19161.736
Energy above the lowest of the compared OMol25 structures with the same formula, charge and spin, kcal per mole: 26.98
HOMO level, eV: -8.11
LUMO level, eV: 0.9066
Structure (SMILES): N/N=C1\CCCCS1
Strongest force on any atom, eV/A: 1.08